Record 1
The following is a quantum chemistry calculation of one molecule with the formula C23H22ClN5O2S, from OMol25.

```
! RIJCOSX wB97M-V def2-TZVPD def2/J DEFGRID3
* xyz 0 1
Cl -5.804 -3.046 -2.835
S 2.137 0.782 -1.747
O 0.542 -0.911 -4.457
O 5.520 -0.002 3.700
N -0.877 0.180 -3.028
N -0.239 1.893 -0.987
N -0.844 2.289 0.149
N -1.493 0.080 2.962
N 1.147 1.548 0.676
C -3.046 -0.257 -2.154
C 3.025 2.068 2.123
C 0.947 1.439 -0.669
C -1.277 -1.090 3.617
C -0.025 2.093 1.140
C -0.446 0.919 3.211
C 4.449 0.299 2.928
C 0.290 -0.013 -3.685
C -0.338 2.273 2.582
C -4.348 -2.113 -2.908
C -3.336 -2.483 -3.778
C 4.102 1.652 2.871
C -2.018 -0.620 -3.026
C -4.208 -0.999 -2.093
C -2.672 0.400 2.205
C -0.081 -1.015 4.277
C -2.172 -1.740 -3.839
C 0.452 0.260 4.015
C 5.925 -1.347 3.806
C 3.696 -0.627 2.210
C 2.272 1.134 1.420
C 2.613 -0.208 1.461
C 1.320 1.069 -3.356
H 2.768 3.116 2.074
H 5.136 -1.969 4.242
H -3.456 -3.351 -4.407
H 3.938 -1.677 2.230
H -0.898 0.963 -2.361
H 2.126 1.026 -4.088
H -2.411 0.952 1.302
H 6.788 -1.342 4.470
H 4.699 2.357 3.426
H 0.875 2.062 -3.325
H -2.927 0.614 -1.526
H -1.272 2.831 2.661
H 6.218 -1.756 2.834
H -3.178 -0.522 1.925
H -1.380 -2.023 -4.511
H -5.003 -0.718 -1.420
H -3.360 1.011 2.798
H 2.025 -0.928 0.914
H 0.365 -1.782 4.879
H 0.457 2.830 3.079
H -1.988 -1.891 3.565
H 1.382 0.653 4.377
*
```

Calculated values
HOMO level = -0.300 hartree
Total energy = -59111.766 eV
SMILES = COc1ccc(-n2c(Cc3cccn3C)nnc2SCC(=O)Nc2ccc(Cl)cc2)cc1
Gap between HOMO and LUMO = 8.67 eV



Record 2
The following is a quantum chemistry calculation of a 12-piece molecular cluster, C7H27BO19 overall, from OMol25.

```
! RIJCOSX wB97M-V def2-TZVPD def2/J DEFGRID3
* xyz -2 1
O 5.395 -1.784 -1.427
O 0.998 5.286 -0.353
O -0.679 -1.175 0.785
O -1.757 -1.585 -2.479
O -2.746 2.799 4.572
O -1.392 -3.140 -0.038
O -2.119 -5.813 -0.673
O -3.774 4.296 1.143
O 0.861 0.678 0.350
O 0.500 -1.673 -4.986
O -0.968 0.083 -1.186
O -1.354 1.163 0.936
O -1.047 3.285 1.618
O -5.023 -1.482 -2.339
O 0.001 2.084 -3.338
O 1.292 -2.975 2.533
O 0.380 5.472 3.645
O -1.152 -0.328 3.709
O 1.725 2.705 0.856
C 4.294 -2.403 -0.983
C 0.826 1.925 0.815
C -1.157 -1.974 -0.154
C 2.993 -1.626 -1.264
C 4.097 -3.808 -1.590
C -1.350 -1.154 -1.438
C -0.650 2.239 1.187
B -0.503 0.193 0.224
H -2.479 3.622 4.154
H 1.230 -2.250 1.902
H 3.239 -4.322 -1.133
H 2.775 -1.581 -2.338
H -0.341 5.311 3.027
H 4.969 -4.436 -1.369
H 0.642 5.348 0.538
H -3.067 -5.859 -0.525
H -0.657 -0.524 2.903
H -0.166 1.821 -2.425
H -4.118 -1.780 -2.504
H 0.502 -1.378 -4.069
H 4.011 -3.720 -2.676
H 1.691 4.619 -0.260
H -2.036 -0.128 3.388
H -2.810 4.273 1.215
H 1.759 -2.603 3.286
H 3.020 -0.597 -0.903
H -0.285 3.000 -3.386
H -1.942 2.464 4.982
H -3.950 4.882 0.401
H 0.860 6.224 3.286
H -1.917 -4.861 -0.640
H 0.052 -2.523 -4.957
H -5.135 -1.582 -1.390
H 4.327 -2.585 0.126
H 2.136 -2.119 -0.761
*
```

Calculated values
HOMO level = -0.017 hartree
Total energy = -47282.968 eV
Gap between HOMO and LUMO = 4.13 eV



Record 3
The following is a quantum chemistry calculation of C43H55AsF5NO7PPbSSe as an isolated structure, from OMol25.

```
! RIJCOSX wB97M-V def2-TZVPD def2/J DEFGRID3
* xyz 1 1
Pb -0.725 0.423 -0.621
Se -1.917 -3.047 0.268
As -4.567 0.671 0.417
S -2.668 3.006 -2.336
P 1.847 1.880 -1.411
F -6.256 -6.129 0.851
F -3.200 -2.155 2.922
F -3.981 -5.444 -0.555
F -5.294 -3.078 4.246
F -6.790 -5.066 3.175
O -2.722 -1.440 -0.158
O -1.498 2.131 -2.083
O -2.892 1.521 0.158
O -3.892 2.341 -2.650
O -2.332 4.041 -3.249
O -5.685 1.747 -0.420
O -4.475 -0.376 -1.035
N -2.456 -0.418 -2.226
C 0.614 4.595 -1.813
C -2.938 5.101 -0.425
C -2.890 2.895 0.365
C -3.883 -3.132 2.357
C 4.291 -0.502 1.032
C 5.655 1.241 0.102
C -2.921 4.737 1.938
C 2.125 -2.038 -1.412
C -0.549 -4.155 3.739
C 1.305 -3.070 0.713
C 2.325 0.543 3.959
C -4.912 -3.644 3.088
C 3.650 1.080 -3.610
C 3.162 0.030 0.390
C 1.585 3.737 -0.946
C 5.545 0.103 0.887
C -3.452 -1.201 -1.401
C 0.988 3.575 0.470
C 2.171 3.043 -3.983
C 1.368 -0.674 2.053
C 2.264 1.715 -3.323
C 1.112 -2.712 -2.281
C 0.882 -5.583 2.179
C -2.906 3.760 -0.693
C 1.348 0.576 2.859
C 1.014 -3.079 2.076
C -4.228 -4.822 0.595
C -3.497 -3.756 1.142
C 1.138 0.727 -3.777
C -2.909 3.388 1.694
C -0.056 0.837 3.287
C 4.586 1.627 -0.718
C -5.379 -5.235 1.311
C 2.884 4.471 -0.719
C -3.936 -2.420 -2.054
C -2.897 5.620 0.873
C 0.817 -4.293 2.955
C 0.957 -1.847 2.686
C 3.313 1.127 -0.551
C 3.537 -2.605 -1.581
C 1.919 -0.737 0.766
C 1.741 -1.942 0.057
C -5.763 -4.587 2.517
H 0.068 -2.341 -2.117
H 3.247 0.253 3.639
H -4.479 -2.056 -2.945
H -4.566 -3.025 -1.446
H 1.712 1.397 2.155
H -2.956 2.624 2.450
H 4.731 2.448 -1.366
H 1.007 -3.746 -2.211
H 0.143 1.206 -3.744
H 2.641 5.493 -0.413
H 2.880 3.779 -3.570
H -3.026 6.749 0.969
H 4.221 -1.476 1.473
H 2.474 1.523 4.382
H 6.411 -0.294 1.412
H 3.499 4.520 -1.649
H -1.266 -4.284 2.956
H -2.981 5.789 -1.256
H -3.020 0.370 -2.679
H 1.814 -5.743 1.702
H 1.264 5.126 -2.489
H 6.640 1.788 0.028
H -0.152 4.106 -2.374
H 1.647 -4.324 3.664
H -5.312 1.930 -1.356
H -2.086 -1.020 -2.984
H 4.568 1.566 -3.233
H -0.636 -4.940 4.542
H 2.163 -1.002 -1.832
H -0.336 0.079 4.014
H 0.084 2.960 0.408
H 1.095 -0.205 -3.149
H 3.773 -2.601 -2.669
H 4.347 -2.122 -1.009
H 3.487 -3.647 -1.300
H 0.706 4.492 0.944
H 1.443 -2.479 -3.299
H 1.158 3.472 -3.870
H 0.626 -6.416 2.828
H 3.854 0.027 -3.369
H 3.590 4.077 0.051
H 0.008 -5.621 1.476
H 1.973 -0.045 4.819
H 1.748 3.068 1.047
H 0.093 5.405 -1.216
H 2.455 2.964 -5.052
H -0.155 1.783 3.844
H 1.242 0.365 -4.836
H 1.263 -4.024 0.179
H -0.722 0.744 2.453
H 0.816 -1.805 3.742
H -2.899 5.130 2.947
H 3.758 1.159 -4.687
H -3.120 -3.069 -2.392
H -0.621 -3.208 4.293
*
```

Calculated values
HOMO level = -0.407 hartree
Total energy = -226443.444 eV
Gap between HOMO and LUMO = 7.75 eV



Record 4
The following is a quantum chemistry calculation of C5H10O2 as an isolated structure, from OMol25.

```
! RIJCOSX wB97M-V def2-TZVPD def2/J DEFGRID3
* xyz 0 1
O 2.162 1.677 0.704
O -0.351 0.833 -1.257
C 2.099 0.729 -0.163
C -0.709 -0.351 -0.549
C 0.120 -0.462 0.736
C -2.209 -0.391 -0.285
C 1.630 -0.456 0.460
H 1.972 -1.402 0.036
H -0.177 0.367 1.395
H -2.765 -0.267 -1.220
H 2.455 0.921 -1.177
H -2.506 -1.341 0.173
H -0.628 1.585 -0.715
H -2.501 0.415 0.401
H 1.980 0.693 1.415
H -0.431 -1.169 -1.226
H -0.141 -1.381 1.273
*
```

Calculated values
HOMO level = -0.307 hartree
Total energy = -9438.753 eV
Gap between HOMO and LUMO = 9.08 eV



Record 5
The following is a quantum chemistry calculation of one molecule with the formula C4H3BrO, from OMol25.

```
! RIJCOSX wB97M-V def2-TZVPD def2/J DEFGRID3
* xyz 0 1
Br 0.955 -0.997 3.434
O -0.259 -0.552 1.082
C -0.509 1.169 -0.984
C 0.905 -0.684 1.311
C 0.484 0.304 -1.180
C -0.557 -0.246 -0.464
H -1.229 -1.031 -0.729
H -1.260 1.902 -1.170
H 1.469 0.135 -1.299
*
```

Calculated values
HOMO level = -0.324 hartree
Total energy = -76280.775 eV
Gap between HOMO and LUMO = 8.81 eV



Record 6
The following is a quantum chemistry calculation of a 2-piece molecular cluster, C3Cl2O overall, from OMol25.

```
! RIJCOSX wB97M-V def2-TZVPD def2/J DEFGRID3
* xyz 0 1
Cl -0.499 1.322 -2.086
Cl -1.663 -1.647 0.842
O 1.464 0.157 0.378
C 1.694 0.115 1.510
C -0.984 0.213 -1.053
C -1.332 -0.678 -0.358
*
```

Calculated values
HOMO level = -0.353 hartree
Total energy = -30200.125 eV
Gap between HOMO and LUMO = 10.36 eV



- What is the formula in the second record?
  C7H27BO19



- What is the formula in the sixth record?
  C3Cl2O



- Which of these has the highest total energy?
  C5H10O2



- gap between HOMO and LUMO of number 1 (C23H22ClN5O2S)?
  8.67 eV